[1]
C19H35CdNO2P2 as an isolated structure in a non-equilibrium geometry. Source: the Open Molecules 2025 dataset; level of theory: the ωB97M-V functional and the def2-TZVPD basis.

Computed properties:
maximum force: 4.90 eV/Å
molar mass: 483.9 g/mol
2S+1: 1
lowest unoccupied orbital energy: -0.00620 Ha
Kohn-Sham gap: 4.3844 eV

Geometry (Å):
P: -1.026833 1.087704 2.296439
P: -1.059824 -0.726465 -1.936557
C: -0.186450 0.477670 0.733991
C: -0.796416 0.668723 -0.690717
H: 0.116928 -0.567223 0.895444
H: 0.785214 0.983203 0.747972
H: -1.801440 1.112473 -0.630986
H: -0.170864 1.393377 -1.296986
C: 0.514811 -1.707591 -2.384021
H: 0.195128 -2.668161 -2.872343
H: 1.177326 -2.002230 -1.512339
H: 1.141630 -1.170761 -3.119779
C: -1.069673 0.173183 -3.537704
H: -0.130788 0.695325 -3.709024
H: -1.937726 0.851146 -3.568610
H: -1.202526 -0.576864 -4.328784
C: 0.005229 0.563893 3.713596
H: -0.683709 0.540758 4.590907
H: 0.801587 1.283902 3.945526
H: 0.412738 -0.469448 3.535057
C: -1.196488 2.875306 2.300735
H: -1.412559 3.262970 1.270952
H: -0.301045 3.397791 2.686791
H: -2.047365 3.101533 2.964935
Cd: 0.913326 -2.646614 0.603222
C: 2.547534 0.708881 -1.283133
C: 2.998983 -0.509800 -0.944518
C: 4.044857 -0.827446 0.088455
C: 4.046142 0.102537 1.332911
C: 2.721945 0.636949 1.787291
C: 2.299453 1.881691 1.402870
C: 2.935341 2.750094 0.319956
C: 3.320918 1.988889 -0.985994
C: -2.487251 0.045835 2.324966
H: 1.789526 0.848176 -2.099062
H: 2.878011 -1.301416 -1.715050
H: 5.055089 -0.825875 -0.387450
H: 3.838438 -1.861216 0.414206
H: 4.499788 -0.481565 2.126894
H: 4.840321 0.843307 1.169613
H: 2.227675 0.095071 2.628522
H: 1.610356 2.443360 2.076365
H: 3.818011 3.311240 0.700760
H: 2.220858 3.559480 0.092602
H: 3.175025 2.721117 -1.794096
H: 4.416109 1.862364 -0.942971
H: -3.125136 0.288070 1.459385
H: -3.131543 0.491391 3.122685
H: -2.194368 -1.051004 2.471967
O: -3.699108 -0.008556 -1.924337
C: -3.679369 -1.218721 -1.603726
C: -4.819403 -2.147121 -1.878282
C: -4.507901 -3.386968 -1.054977
C: -3.132933 -3.142464 -0.487819
O: -2.547761 -3.937980 0.307790
N: -2.681071 -1.856838 -0.898402
H: -5.774279 -1.703101 -1.623107
H: -4.806914 -2.398064 -2.939834
H: -5.281550 -3.566266 -0.288571
H: -4.456006 -4.287651 -1.673627

Forces on the atoms, in the same order (eV/Å):
P 1.90 -2.32 -2.33
P 1.52 -0.38 -2.44
C 0.22 0.78 -0.40
C 0.68 1.20 -0.55
H -0.53 0.31 0.45
H -0.84 -0.36 -0.22
H 0.04 -0.29 -0.22
H -0.57 -0.29 1.07
C 0.75 -0.23 0.52
H -0.05 0.90 0.51
H -1.01 0.38 -1.43
H 0.02 -0.15 0.25
C 0.18 0.81 0.09
H 0.24 0.51 -0.46
H 0.41 -0.18 0.00
H 0.06 0.08 0.29
C -0.64 -0.25 0.43
H 0.51 -0.12 -0.48
H -0.16 -0.31 -0.26
H -0.48 1.03 0.13
C -0.79 0.65 -0.23
H 0.09 -0.49 0.87
H -0.39 -0.55 -0.17
H 0.26 0.22 -0.27
Cd -0.05 -0.91 0.65
C 0.70 0.35 -1.30
C 0.84 0.27 -1.56
C -0.06 -0.11 -0.06
C 0.90 -0.89 -0.75
C 0.40 2.23 0.52
C 1.73 -0.32 1.78
C -0.38 0.16 0.34
C -0.11 0.86 0.99
C -1.19 0.96 1.09
H 0.80 -0.56 0.78
H -0.61 0.35 1.18
H -0.57 -0.04 0.33
H 0.24 0.31 -0.10
H -0.24 -0.24 0.39
H -0.74 0.53 -0.04
H 0.44 0.55 -0.98
H 0.06 -0.73 -0.82
H -0.36 -0.52 -0.01
H 0.05 -0.37 -0.04
H -0.11 -0.46 0.01
H -0.46 -0.58 -0.13
H 0.65 -0.75 -0.29
H 0.41 -1.00 0.09
H -0.57 1.63 -0.40
O 0.33 -1.34 0.41
C 0.00 0.52 1.26
C -0.18 -0.74 -0.37
C -0.55 -0.72 -0.44
C 0.91 0.86 1.56
O -0.91 2.02 -2.00
N -2.89 -2.60 2.99
H -0.11 0.23 -0.12
H -0.20 0.20 -0.16
H 0.61 -0.01 -0.04
H -0.17 -0.06 0.06



[2]
C19H35FeN4Te as an isolated structure in a non-equilibrium geometry. Source: the Open Molecules 2025 dataset; level of theory: the ωB97M-V functional and the def2-TZVPD basis.

Computed properties:
maximum force: 1.51 eV/Å
molar mass: 503.0 g/mol
⟨S²⟩: 1.216
2S+1: 2
lowest unoccupied orbital energy (alpha / beta): -0.30589 / -0.29987 Ha
charge: +2
Kohn-Sham gap (alpha / beta): 5.3576 / 5.4873 eV

Geometry (Å):
Fe: -0.063392 0.898426 0.052024
C: -0.589086 1.032395 -3.470437
C: 0.234804 2.050379 -2.694798
N: 1.168095 1.382348 -1.765931
C: 2.247321 2.269667 -1.303840
C: 1.701625 3.326389 -0.394201
N: 0.991183 2.686312 0.728287
C: 0.242685 3.686567 1.530601
C: -1.086396 4.087919 0.915847
C: -2.174043 3.094033 1.252381
N: -2.077205 1.852742 0.455389
C: -2.789588 1.897191 -0.828782
C: -2.811998 0.478601 -1.342342
N: -1.448175 -0.098543 -1.372442
C: -0.897108 -0.259857 -2.734475
H: -0.050636 0.730003 -4.371387
H: -1.502031 1.521728 -3.815649
H: -0.400405 2.707360 -2.102402
H: 0.767690 2.683626 -3.409288
H: 1.616963 0.619144 -2.263944
H: 2.761892 2.747106 -2.142430
H: 2.977105 1.658205 -0.768839
H: 1.012060 3.986854 -0.918436
H: 2.527806 3.945879 -0.037854
H: 1.702663 2.296581 1.342815
H: 0.868352 4.571206 1.670005
H: 0.065462 3.254609 2.516427
H: -0.999754 4.221325 -0.167372
H: -1.373441 5.058577 1.321156
H: -3.160620 3.546341 1.124030
H: -2.078106 2.817861 2.303670
H: -2.547106 1.131314 0.998173
H: -2.278466 2.571051 -1.514734
H: -3.812393 2.264448 -0.711332
H: -3.277882 0.428521 -2.327369
H: -3.423688 -0.123305 -0.667263
H: -1.496574 -1.036247 -0.983549
H: -1.592397 -0.832956 -3.353213
H: 0.004367 -0.866028 -2.636984
C: 1.697009 -6.476802 0.848654
C: 1.336747 -5.061744 1.184201
C: 1.779036 -3.999108 0.389688
C: 1.450562 -2.689324 0.670109
C: 1.980977 -1.612330 -0.237891
C: 0.627584 -2.427972 1.795198
Te: -0.078761 -0.540194 2.251281
C: 0.225657 -3.483384 2.660698
C: -0.582640 -3.257388 3.913424
C: 0.579890 -4.774382 2.318186
H: 2.020331 -6.576620 -0.185479
H: 0.853743 -7.144315 1.023547
H: 2.513654 -6.815193 1.490912
H: 2.410788 -4.211966 -0.465920
H: 2.760351 -2.008854 -0.887266
H: 2.406803 -0.780649 0.327153
H: 1.182670 -1.229422 -0.881281
H: -1.612477 -2.983914 3.676468
H: -0.157891 -2.461977 4.524872
H: -0.611615 -4.162204 4.516102
H: 0.258018 -5.590052 2.955837

Forces on the atoms, in the same order (eV/Å):
Fe -1.29 0.77 -0.14
C -0.07 0.03 -0.03
C 0.02 -0.05 -0.10
N -0.01 0.02 0.39
C 0.29 -0.01 -0.22
C 0.08 0.16 0.02
N -0.32 -0.81 0.18
C 0.09 0.09 0.05
C 0.05 0.00 0.03
C -0.02 0.10 0.00
N 0.77 -0.52 0.38
C 0.09 -0.04 -0.10
C -0.13 -0.05 -0.08
N 0.72 -0.18 0.64
C -0.02 -0.09 -0.19
H -0.02 0.09 -0.03
H -0.02 -0.06 -0.02
H -0.03 0.05 -0.04
H 0.10 0.05 0.09
H -0.11 -0.14 0.07
H 0.02 -0.07 -0.05
H 0.03 -0.01 -0.02
H -0.01 -0.02 0.00
H -0.08 0.06 0.11
H 0.02 -0.01 0.02
H 0.09 -0.06 -0.01
H 0.06 0.02 0.03
H -0.03 0.06 0.03
H 0.02 0.01 -0.02
H -0.03 -0.11 -0.07
H -0.09 -0.02 0.00
H 0.07 -0.02 0.04
H -0.02 0.02 0.02
H 0.02 0.02 0.08
H 0.04 -0.05 -0.02
H 0.00 -0.04 -0.03
H -0.10 -0.01 -0.02
H -0.02 -0.08 0.09
H -0.01 -0.01 -0.03
C 0.02 0.01 0.06
C 0.04 0.14 -0.08
C 0.07 -0.37 0.13
C -0.30 0.18 0.40
C -0.16 -0.03 0.07
C 0.16 -0.59 -0.21
Te 0.00 1.09 -0.92
C -0.08 0.40 -0.30
C 0.03 0.07 -0.17
C 0.15 -0.11 -0.10
H -0.01 0.00 0.00
H 0.01 0.00 -0.02
H 0.00 0.00 -0.02
H -0.04 -0.01 0.01
H -0.02 0.01 -0.01
H 0.01 0.07 0.07
H -0.02 0.04 -0.04
H -0.03 0.01 0.00
H 0.01 0.00 0.09
H 0.01 0.01 -0.01
H 0.02 0.02 0.00



[3]
C19H35GeMnO4S as an isolated structure. Source: the Open Molecules 2025 dataset; level of theory: the ωB97M-V functional and the def2-TZVPD basis.

Computed properties:
maximum force: 0.24 eV/Å
molar mass: 487.1 g/mol
⟨S²⟩: 8.818
2S+1: 6
lowest unoccupied orbital energy (alpha / beta): -0.45849 / -0.45651 Ha
charge: +3
Kohn-Sham gap (alpha / beta): 5.4903 / 5.5437 eV

Geometry (Å):
Mn: -0.558691 -0.506115 0.520156
C: -3.118997 2.248775 1.604727
C: -3.191448 1.870805 0.137297
C: -2.624514 3.273831 -0.704711
C: -4.574753 1.619467 -0.434881
O: -2.265203 0.973393 -0.221909
Ge: -2.244393 -0.576019 -1.717557
O: -2.085122 -1.451112 0.053569
C: -1.942214 -2.947655 0.298639
C: -3.148957 -3.344240 1.117208
C: -1.876344 -3.640910 -1.045520
C: -0.640250 -3.062641 1.080429
O: -0.321678 -0.398887 -1.320727
C: 0.775880 0.227621 -2.184047
C: 0.241099 0.153884 -3.599443
C: 1.996519 -0.639835 -1.980091
C: 0.962151 1.648395 -1.701696
H: -3.758215 3.102809 1.818551
H: -2.098599 2.483803 1.906943
H: -3.482774 1.401113 2.191753
H: -3.377906 4.002416 -0.414182
H: -2.644080 3.043379 -1.764321
H: -1.636910 3.495756 -0.318044
H: -5.247064 2.443760 -0.206849
H: -4.978741 0.717091 0.033087
H: -4.554625 1.479135 -1.516719
H: -4.069327 -3.172208 0.560071
H: -3.189657 -2.796462 2.058704
H: -3.092869 -4.409726 1.345133
H: -2.802299 -3.495396 -1.606800
H: -1.766802 -4.716075 -0.899701
H: -1.018864 -3.304371 -1.635857
H: -0.674250 -2.479198 2.016094
H: 0.237763 -2.808074 0.463899
H: -0.470908 -4.092086 1.400794
H: 0.041136 -0.874728 -3.903679
H: 0.993925 0.554295 -4.279887
H: -0.655297 0.766833 -3.730526
H: 1.797609 -1.669301 -2.278206
H: 2.335032 -0.609598 -0.942792
H: 2.809921 -0.262571 -2.600871
H: 0.052273 2.233825 -1.841462
H: 1.752816 2.121218 -2.285189
H: 1.263637 1.675474 -0.652474
C: 1.967378 1.169889 3.694598
S: 2.023176 -0.164859 2.520655
O: 0.727305 0.172094 1.635616
C: 3.416091 0.182802 1.531338
C: 4.250818 -0.911174 1.300366
C: 5.406262 -0.723580 0.556825
C: 5.704164 0.536864 0.057272
C: 4.859500 1.622159 0.295146
C: 3.708750 1.456706 1.040413
H: 1.935751 2.129992 3.185685
H: 2.872093 1.078408 4.298254
H: 1.089757 1.017559 4.320046
H: 4.016672 -1.883511 1.717210
H: 6.076660 -1.553863 0.382710
H: 6.612380 0.684849 -0.512239
H: 5.118585 2.601308 -0.084546
H: 3.066647 2.304489 1.241738

Forces on the atoms, in the same order (eV/Å):
Mn 0.22 -0.05 0.01
C -0.02 0.01 0.01
C 0.03 -0.08 0.02
C -0.03 0.10 -0.03
C -0.06 -0.03 -0.05
O 0.07 -0.08 -0.10
Ge 0.00 0.24 0.03
O 0.09 -0.02 0.10
C -0.01 0.00 -0.02
C 0.00 0.01 0.00
C 0.00 0.02 0.01
C 0.00 -0.01 -0.03
O -0.18 -0.09 0.04
C -0.04 -0.03 0.07
C 0.02 0.03 0.00
C -0.03 0.01 -0.04
C 0.01 0.00 -0.05
H 0.01 0.00 0.00
H 0.00 0.00 -0.01
H -0.01 -0.01 -0.01
H 0.00 -0.02 0.01
H 0.00 -0.01 0.00
H 0.00 -0.02 0.01
H 0.02 0.01 0.00
H 0.02 0.00 0.02
H 0.00 0.02 0.00
H 0.00 0.01 0.01
H -0.01 0.00 0.00
H 0.01 0.00 0.00
H 0.00 -0.01 -0.01
H 0.00 0.00 0.00
H -0.01 -0.01 -0.01
H 0.01 -0.01 0.00
H 0.00 0.00 0.01
H 0.00 0.00 0.01
H -0.01 0.00 0.00
H -0.01 -0.01 -0.01
H 0.00 0.00 -0.01
H 0.03 -0.01 0.01
H 0.02 -0.01 0.04
H 0.01 0.00 0.01
H 0.00 0.01 0.01
H 0.00 0.01 0.01
H 0.00 0.00 0.00
C -0.04 -0.02 0.01
S 0.10 -0.01 0.00
O -0.20 0.07 -0.07
C -0.03 -0.05 0.02
C -0.01 -0.02 0.01
C 0.01 0.03 -0.01
C 0.00 -0.03 0.01
C -0.01 0.03 0.00
C 0.01 0.02 -0.02
H 0.01 0.00 -0.01
H 0.00 -0.01 0.00
H 0.01 0.01 0.01
H 0.00 0.00 -0.01
H 0.00 0.00 0.00
H 0.00 0.00 0.00
H 0.00 0.00 0.00
H -0.01 0.00 0.00